[1]
DFT (the ωB97M-V functional and the def2-TZVPD basis) results for C16H29Cl3FN3NiO2PS3Si2 as an isolated structure.

Geometry (Å):
Ni  0.35  0.19  0.26
C  -2.72  5.49  0.23
C  -2.81  4.69  -1.06
O  -1.58  4.62  -1.75
P  -0.21  3.85  -1.09
S  2.29  1.49  -0.34
S  -1.04  2.17  -0.26
O  0.44  3.43  -2.55
C  0.07  2.27  -3.28
C  1.15  2.00  -4.30
H  -3.71  5.56  0.71
H  -2.35  6.50  0.04
H  -2.04  5.00  0.94
H  -3.52  5.17  -1.74
H  -3.18  3.68  -0.84
H  -0.90  2.43  -3.76
H  -0.04  1.43  -2.60
H  1.27  2.84  -4.98
H  0.90  1.11  -4.89
H  2.10  1.82  -3.80
C  -2.78  -0.32  -2.16
Si  -2.65  -1.14  -0.46
C  -3.81  -2.64  -0.66
C  -3.49  -0.09  0.84
N  -1.00  -1.48  -0.10
C  -0.44  -2.70  0.04
C  -1.09  -3.92  0.37
C  -0.43  -5.13  0.48
C  0.94  -5.24  0.28
C  1.63  -4.07  -0.02
C  0.96  -2.88  -0.12
F  1.69  -1.78  -0.41
H  -3.83  -0.16  -2.43
H  -2.33  -0.97  -2.91
H  -2.27  0.64  -2.16
H  -4.75  -2.26  -1.09
H  -4.06  -3.13  0.28
H  -3.41  -3.40  -1.35
H  -4.52  0.11  0.54
H  -2.98  0.86  0.99
H  -3.50  -0.62  1.80
H  -2.15  -3.89  0.58
H  -1.01  -6.01  0.74
H  1.45  -6.19  0.37
H  2.70  -4.07  -0.19
S  3.84  0.16  -0.50
C  4.29  -0.11  1.13
N  4.23  0.76  2.13
C  4.47  0.08  3.41
C  5.11  -1.24  2.96
N  4.82  -1.29  1.52
H  3.49  1.46  2.05
H  3.52  -0.07  3.92
H  5.14  0.67  4.03
H  4.69  -2.10  3.47
H  6.19  -1.22  3.10
H  4.38  -2.10  1.11
Cl  1.68  -1.74  3.37
Si  0.49  0.04  2.54
Cl  -1.19  -0.19  3.88
Cl  1.53  1.62  3.73

Properties
E_tot = -6045.8171 Ha
Total charge = -2
2S+1 = 2
ΔE to the lowest compared entry with this formula, charge and spin = 0.0 kcal/mol



[2]
DFT (the ωB97M-V functional and the def2-TZVPD basis) results for a 3-piece molecular cluster, C36H70BrF3O5S overall in a non-equilibrium geometry.

Geometry (Å):
C  4.09  2.37  -2.10
C  4.89  3.12  -3.17
C  4.44  2.89  -4.64
C  3.03  2.35  -4.85
C  1.93  3.41  -4.71
C  0.56  2.90  -5.17
C  -0.34  2.43  -4.01
C  -0.06  0.97  -3.61
C  -1.21  0.01  -3.60
Br  -2.92  0.82  -2.93
O  -1.53  -0.42  -4.92
S  -2.52  -1.71  -4.86
O  -1.95  -2.66  -5.76
O  -3.89  -1.41  -5.05
O  -2.22  -2.07  -3.35
C  -1.00  -1.33  -2.90
C  0.13  -2.22  -3.45
C  1.57  -1.69  -3.31
C  2.61  -2.80  -3.04
C  3.69  -2.39  -2.04
C  4.85  -1.63  -2.68
C  6.12  -1.65  -1.79
C  7.34  -2.24  -2.51
C  7.97  -1.24  -3.47
C  8.78  -0.14  -2.78
O  7.95  0.97  -2.50
C  8.62  2.22  -2.43
C  -1.01  -1.42  -1.35
C  -0.93  -0.12  -0.50
C  0.33  -0.04  0.29
F  1.51  -0.22  -0.34
C  0.38  0.19  1.60
F  1.35  -0.20  2.38
F  -0.54  0.85  2.25
H  3.01  2.48  -2.19
H  4.36  2.78  -1.13
H  4.37  1.32  -2.05
H  5.91  2.75  -3.09
H  4.92  4.18  -2.92
H  4.46  3.87  -5.13
H  5.15  2.28  -5.19
H  2.97  2.01  -5.88
H  2.82  1.47  -4.23
H  1.89  3.80  -3.68
H  2.21  4.23  -5.37
H  0.04  3.71  -5.69
H  0.68  2.10  -5.90
H  -1.38  2.60  -4.28
H  -0.11  3.07  -3.16
H  0.42  0.96  -2.63
H  0.67  0.57  -4.32
H  0.03  -3.17  -2.92
H  -0.03  -2.46  -4.50
H  1.83  -1.26  -4.28
H  1.66  -0.88  -2.59
H  3.10  -3.07  -3.98
H  2.13  -3.72  -2.70
H  4.10  -3.29  -1.58
H  3.25  -1.81  -1.22
H  5.11  -2.16  -3.61
H  4.59  -0.60  -2.89
H  5.94  -2.21  -0.87
H  6.34  -0.62  -1.49
H  6.98  -3.08  -3.11
H  8.07  -2.66  -1.81
H  8.61  -1.77  -4.18
H  7.16  -0.78  -4.04
H  9.58  0.17  -3.46
H  9.24  -0.54  -1.87
H  8.35  2.72  -1.50
H  8.32  2.84  -3.28
H  9.70  2.10  -2.45
H  -0.18  -2.05  -1.06
H  -1.92  -1.95  -1.07
H  -1.73  -0.14  0.23
H  -1.06  0.80  -1.07
C  -1.34  -0.41  4.97
C  -2.57  -0.43  5.86
C  -3.63  0.59  5.44
C  -3.19  2.05  5.51
C  -2.71  2.51  6.89
C  -3.79  2.43  7.96
H  -0.82  0.55  5.01
H  -0.62  -1.17  5.28
H  -1.61  -0.61  3.93
H  -2.28  -0.27  6.90
H  -3.02  -1.43  5.82
H  -4.52  0.45  6.06
H  -3.95  0.37  4.42
H  -4.03  2.68  5.20
H  -2.40  2.23  4.78
H  -2.38  3.55  6.80
H  -1.84  1.93  7.20
H  -4.66  3.03  7.69
H  -3.41  2.80  8.92
H  -4.13  1.40  8.12
C  -10.23  -1.53  5.26
C  -8.89  -1.45  5.99
C  -7.84  -0.63  5.23
C  -7.45  -1.19  3.86
C  -6.91  -2.62  3.88
C  -5.63  -2.77  4.69
H  -10.14  -2.02  4.30
H  -10.95  -2.09  5.85
H  -10.64  -0.53  5.09
H  -8.52  -2.46  6.18
H  -9.04  -0.99  6.97
H  -6.94  -0.54  5.86
H  -8.21  0.39  5.10
H  -6.69  -0.53  3.43
H  -8.31  -1.14  3.19
H  -6.72  -2.92  2.85
H  -7.68  -3.31  4.26
H  -4.85  -2.12  4.30
H  -5.27  -3.80  4.65
H  -5.79  -2.53  5.74

Properties
E_tot = -5061.5960 Ha
Total charge = 0
SMILES = CCCCCCCC[C@@]1(Br)OS(=O)(=O)O[C@]1(CCCCCCCCCOC)CCC(F)=C(F)F.CCCCCC.CCCCCC



[3]
DFT (the ωB97M-V functional and the def2-TZVPD basis) results for a 2-piece molecular cluster, C3H8N2O2 overall in a non-equilibrium geometry.

Geometry (Å):
C  -1.57  -1.35  -0.95
C  -1.10  -0.31  0.03
N  -0.20  -0.79  1.03
O  0.18  -1.98  1.06
O  -1.46  0.85  0.06
H  -2.13  -0.86  -1.74
H  -2.21  -2.08  -0.45
H  -0.72  -1.90  -1.36
C  1.36  1.75  0.05
N  1.49  0.52  0.79
H  2.01  -0.19  0.29
H  0.46  0.04  1.61
H  1.76  2.59  0.64
H  0.29  1.99  -0.12
H  1.85  1.72  -0.93

Properties
E_tot = -378.9320 Ha
Total charge = 0
ΔE to the lowest compared entry with this formula, charge and spin = 131.1 kcal/mol



[4]
DFT (the ωB97M-V functional and the def2-TZVPD basis) results for one molecule with the formula C9H15NO2 in a non-equilibrium geometry.

Geometry (Å):
C  -0.33  -1.51  -1.41
C  -1.56  -1.19  -0.39
C  -2.14  0.26  -0.80
C  0.67  0.61  0.91
C  1.48  -0.14  -0.25
C  -1.56  0.87  0.37
C  2.74  -0.92  0.40
C  1.98  1.04  -1.14
C  -2.37  0.84  1.70
N  0.86  -1.09  -1.11
O  -0.68  -2.15  -2.36
O  -0.30  1.30  0.25
H  -2.32  -2.07  -0.58
H  -0.97  -1.19  0.56
H  -1.61  0.52  -1.75
H  -3.13  0.30  -0.86
H  0.09  -0.12  1.51
H  1.42  1.20  1.45
H  2.73  -1.82  -0.18
H  2.58  -1.12  1.44
H  3.55  -0.29  0.25
H  2.53  1.76  -0.46
H  1.34  1.62  -1.74
H  2.76  0.65  -1.89
H  -2.59  -0.20  2.12
H  -3.31  1.29  1.62
H  -1.84  1.57  2.36

Properties
E_tot = -556.9296 Ha
Total charge = 0
2S+1 = 3
ΔE to the lowest compared entry with this formula, charge and spin = 28.4 kcal/mol



[5]
DFT (the ωB97M-V functional and the def2-TZVPD basis) results for an isolated ion of composition C2H2IN4 and charge +1 in a non-equilibrium geometry.

Geometry (Å):
C  -1.78  -0.37  -0.04
N  -0.53  -0.07  0.00
N  -0.09  1.37  -0.03
N  1.11  1.36  0.05
C  1.61  0.01  0.07
I  3.64  -0.59  -0.01
N  0.58  -0.79  0.07
H  -2.52  0.50  -0.37
H  -2.03  -1.41  0.27

Properties
E_tot = -593.7153 Ha
Total charge = +1
ΔE to the lowest compared entry with this formula, charge and spin = 32.8 kcal/mol
SMILES = C=[N+]1N=NC(I)=N1



[6]
DFT (the ωB97M-V functional and the def2-TZVPD basis) results for C33H53N2O4P2Re as an isolated structure in a non-equilibrium geometry.

Geometry (Å):
Re  0.35  -0.28  0.69
O  6.77  -1.78  0.95
C  6.30  -2.85  0.61
O  6.60  -3.95  0.25
C  4.69  -2.58  0.61
C  4.05  -2.43  -0.61
C  2.78  -1.87  -0.60
N  2.20  -1.44  0.52
C  2.80  -1.68  1.69
C  4.05  -2.25  1.79
C  2.02  -1.17  2.91
O  2.26  -1.57  4.02
O  1.13  -0.32  2.56
H  4.51  -2.73  -1.54
H  2.23  -1.73  -1.53
H  4.50  -2.36  2.76
C  3.16  1.30  -1.86
C  1.77  1.94  -1.81
C  0.77  1.08  -2.59
C  1.85  3.32  -2.45
P  1.28  1.94  0.03
C  2.83  2.46  0.85
C  3.36  3.74  0.65
C  4.56  4.10  1.23
C  5.28  3.20  2.00
C  4.78  1.93  2.19
C  3.57  1.56  1.62
C  -0.04  3.22  0.50
C  0.38  4.69  0.44
C  -1.26  2.97  -0.39
C  -0.38  2.89  1.96
H  3.42  1.06  -2.88
H  3.18  0.38  -1.27
H  3.91  1.98  -1.46
H  1.14  0.90  -3.60
H  -0.20  1.57  -2.67
H  0.63  0.12  -2.09
H  2.20  3.21  -3.47
H  2.56  3.96  -1.93
H  0.89  3.82  -2.49
H  2.83  4.46  0.06
H  4.94  5.10  1.06
H  6.22  3.49  2.45
H  5.33  1.20  2.76
H  3.20  0.57  1.80
H  0.79  4.97  -0.53
H  1.09  4.92  1.22
H  -0.51  5.30  0.61
H  -1.11  3.35  -1.40
H  -2.14  3.47  0.02
H  -1.47  1.90  -0.45
H  0.49  3.06  2.59
H  -0.69  1.85  2.07
H  -1.19  3.53  2.31
C  -4.69  -1.94  1.63
C  -3.53  -0.99  1.34
C  -4.03  0.44  1.14
C  -2.60  -0.97  2.55
P  -2.54  -1.45  -0.26
N  -1.20  -0.56  -0.28
C  -3.50  -1.03  -1.86
C  -3.35  0.47  -2.13
C  -4.98  -1.42  -1.80
C  -2.85  -1.74  -3.05
C  -1.96  -3.29  -0.21
C  -0.84  -3.47  -1.23
C  -3.10  -4.26  -0.50
C  -1.37  -3.57  1.16
H  -5.28  -1.51  2.45
H  -4.35  -2.91  1.95
H  -5.36  -2.06  0.78
H  -4.44  0.81  2.08
H  -4.83  0.49  0.41
H  -3.21  1.09  0.84
H  -3.02  -0.32  3.32
H  -1.61  -0.56  2.31
H  -2.47  -1.95  3.01
H  -3.78  1.09  -1.35
H  -3.87  0.71  -3.06
H  -2.30  0.72  -2.25
H  -5.53  -0.81  -1.09
H  -5.10  -2.47  -1.54
H  -5.42  -1.27  -2.78
H  -1.78  -1.56  -3.08
H  -3.28  -1.33  -3.97
H  -3.06  -2.81  -3.06
H  -1.19  -3.47  -2.26
H  -0.35  -4.42  -1.06
H  -0.09  -2.67  -1.12
H  -3.44  -4.19  -1.53
H  -3.95  -4.08  0.16
H  -2.76  -5.27  -0.33
H  -0.66  -2.79  1.46
H  -0.82  -4.51  1.13
H  -2.14  -3.67  1.92

Properties
E_tot = -2460.4665 Ha
Total charge = +1
2S+1 = 2
ΔE to the lowest compared entry with this formula, charge and spin = 28.2 kcal/mol